[1]
C2H2N4O2 | ωB97M-V/def2-TZVPD

For the LUMO energy, the calculation gives 0.237 eV. The total energy is -446.912830 Ha. Its structure (SMILES) is NC(=O)N=C=O.N#N. As for the energy above the lowest of the compared OMol25 structures with the same formula, charge and spin: 157.2 kJ/mol. As for the HOMO energy: -0.386 hartree.

Bonds (Å) are listed after each position.
Geometry (Å):
1 N 1.0753 -1.7366 1.0810  C2 1.485, H7 1.173, H8 1.053
2 C 0.6291 -0.5900 0.2488  N1 1.485, O3 1.267, N4 1.511
3 O 1.3231 0.4279 -0.0479  C2 1.267
4 N -0.8594 -0.3784 0.0963  C2 1.511, C5 1.249
5 C -1.5856 0.6267 0.2432  N4 1.249, O6 1.182
6 O -2.5427 1.2906 0.4450  C5 1.182
7 H 0.3659 -2.3657 1.7715  N1 1.173
8 H 2.1165 -1.7765 1.2348  N1 1.053
9 N -0.4817 1.9600 -2.0843  N10 1.162
10 N -0.0405 2.5422 -2.9882  N9 1.162

[2]
C2H2N4O3 | ωB97M-V/def2-TZVPD

For the LUMO energy (spin up / spin down), the calculation gives 0.411 / -3.960 eV. The multiplicity is 3. The total energy is -521.864076 Ha. As for the energy above the lowest of the compared OMol25 structures with the same formula, charge and spin: 0.0 kJ/mol. As for the HOMO energy (spin up / spin down): -0.284 / -0.413 hartree. As for the expectation value of S²: 2.022.

Bonds (Å) are listed after each position.
Geometry (Å):
1 C -1.2358 1.7554 1.4470  N3 1.153, N5 1.317
2 C 0.4144 -2.2687 0.8007  N4 1.208, O7 1.131
3 N -1.4615 1.8123 2.5758  C1 1.153
4 N 0.2262 -1.1486 1.2135  C2 1.208, H11 0.954
5 N -0.6247 1.6042 0.2897  C1 1.317, N6 1.252
6 N -1.2502 1.1337 -0.6874  N5 1.252, O8 1.150, O9 1.421
7 O 0.6916 -3.2287 0.2699  C2 1.131
8 O -2.3744 0.9129 -0.7919  N6 1.150
9 O -0.3218 1.0358 -1.7587  N6 1.421, H10 1.017
10 H -0.6472 1.3050 -2.6839  O9 1.017
11 H 0.2384 -0.6994 2.0553  N4 0.954

[3]
C2H2N4OS | ωB97M-V/def2-TZVPD

For the LUMO energy, the calculation gives -0.731 eV. The total energy is -769.767821 Ha. Its structure (SMILES) is [H]/N=c1/nnnc(S)o1. As for the energy above the lowest of the compared OMol25 structures with the same formula, charge and spin: 145.0 kJ/mol. As for the HOMO energy: -0.370 hartree.

Bonds (Å) are listed after each position.
Geometry (Å):
1 H 1.8375 -2.2596 -0.0892  N2 1.064
2 N 2.1681 -1.2500 -0.0318  H1 1.064, C3 1.239
3 C 1.2690 -0.3972 -0.0272  N2 1.239, N4 1.427, O9 1.374
4 N 1.5229 1.0063 0.0092  C3 1.427, N5 1.243
5 N 0.5647 1.7955 -0.0606  N4 1.243, N6 1.362
6 N -0.7342 1.3896 -0.0041  N5 1.362, C7 1.288
7 C -0.9669 0.1225 0.0001  N6 1.288, S8 1.696, O9 1.320
8 S -2.5719 -0.4235 -0.0444  C7 1.696, H10 1.364
9 O -0.0376 -0.8134 0.0514  C3 1.374, C7 1.320
10 H -3.0516 0.8299 0.1967  S8 1.364

[4]
C2H2N5 | ωB97M-V/def2-TZVPD

For the LUMO energy, the calculation gives 4.624 eV. Its total charge is -1. The total energy is -351.187606 Ha. As for the energy above the lowest of the compared OMol25 structures with the same formula, charge and spin: 0.0 kJ/mol. As for the HOMO energy: -0.201 hartree.

Bonds (Å) are listed after each position.
Geometry (Å):
1 C -0.5689 0.0838 -0.7253  N3 1.323, N4 1.336, H8 0.989
2 C -0.9376 -0.0289 3.0238  N7 1.188
3 N 0.6486 -0.0520 -0.2269  C1 1.323, N5 1.303
4 N -0.4489 0.2942 -2.0395  C1 1.336, N6 1.293
5 N 1.4862 0.1312 -1.2078  N3 1.303, N6 1.293
6 N 0.8178 0.3556 -2.2919  N4 1.293, N5 1.293
7 N -0.0937 -0.3881 2.2689  C2 1.188, H9 1.047
8 H -1.4144 0.0246 -0.2156  C1 0.989
9 H 0.5108 -0.4204 1.4145  N7 1.047

[5]
C2H2N6O3 | ωB97M-V/def2-TZVPD

For the LUMO energy, the calculation gives -1.304 eV. The total energy is -631.407775 Ha. Its structure (SMILES) is N#CN/C(=N\NN=O)[N+](=O)[O-]. As for the energy above the lowest of the compared OMol25 structures with the same formula, charge and spin: 52.6 kJ/mol. As for the HOMO energy: -0.379 hartree.

Bonds (Å) are listed after each position.
Geometry (Å):
1 N -3.8658 -0.3006 -0.8742  C2 1.143
2 C -2.8413 -0.1018 -0.4070  N1 1.143, N3 1.332
3 N -1.6030 -0.0090 0.0759  C2 1.332, C4 1.399, H12 1.012
4 C -0.8195 1.1489 0.0295  N3 1.399, N5 1.260, N9 1.501
5 N 0.4022 1.4471 -0.0490  C4 1.260, N6 1.330
6 N 1.5917 0.8660 -0.1768  N5 1.330, N7 1.377, H13 1.023
7 N 2.7838 1.5356 -0.3369  N6 1.377, O8 1.197
8 O 2.7506 2.7315 -0.3708  N7 1.197
9 N -1.6725 2.3757 0.1704  C4 1.501, O10 1.196, O11 1.208
10 O -1.1417 3.4358 0.0126  N9 1.196
11 O -2.8294 2.1770 0.4562  N9 1.208
12 H -1.1591 -0.8893 0.3032  N3 1.012
13 H 1.7133 -0.1499 -0.1921  N6 1.023

[6]
C2H2N8O2 | ωB97M-V/def2-TZVPD

For the LUMO energy (spin up / spin down), the calculation gives -0.972 / -0.973 eV. The total energy is -665.628105 Ha. As for the HOMO energy (spin up / spin down): -0.353 / -0.353 hartree.

Bonds (Å) are listed after each position.
Geometry (Å):
1 C -0.4291 -0.4080 0.9442  N4 1.419, N5 1.358, N7 1.290
2 C -0.4147 0.6993 -1.3177  N6 1.293, N8 1.439, N10 1.342
3 N -0.1637 -2.4189 2.3879  N4 1.545, N9 1.212
4 N -0.4413 -0.9038 2.2737  C1 1.419, N3 1.545, N9 1.459
5 N 0.7568 0.1317 0.5622  C1 1.358, N8 1.266
6 N -1.4274 -0.0290 -0.9779  C2 1.293, N7 1.345
7 N -1.4915 -0.5996 0.2389  C1 1.290, N6 1.345
8 N 0.7978 0.7471 -0.5435  C2 1.439, N5 1.266, O11 1.209
9 N 0.7546 -1.6641 2.6220  N3 1.212, N4 1.459, O12 1.168
10 N -0.4553 1.4457 -2.4321  C2 1.342, H13 1.015, H14 1.026
11 O 1.7870 1.3609 -0.8715  N8 1.209
12 O 1.8563 -1.4790 2.9639  N9 1.168
13 H -1.3145 1.1048 -2.8525  N10 1.015
14 H 0.1850 2.0130 -2.9977  N10 1.026

[7]
C2H2NO | ωB97M-V/def2-TZVPD

For the LUMO energy, the calculation gives 4.873 eV. Its total charge is -1. The total energy is -207.267351 Ha. As for the energy above the lowest of the compared OMol25 structures with the same formula, charge and spin: 217.1 kJ/mol. As for the HOMO energy: -0.063 hartree.

Bonds (Å) are listed after each position.
Geometry (Å):
1 C 1.5156 0.0785 0.1233  C2 1.228, H5 1.101
2 C 0.4111 0.6141 0.1078  C1 1.228, N3 1.387
3 N -0.9497 0.8724 0.0290  C2 1.387, O4 1.422
4 O -1.5941 -0.2948 -0.4660  N3 1.422, H6 0.975
5 H 2.4392 -0.4658 -0.1273  C1 1.101
6 H -1.8221 -0.8044 0.3331  O4 0.975

[8]
C2H2NO2S | ωB97M-V/def2-TZVPD

For the LUMO energy (spin up / spin down), the calculation gives 4.004 / 4.001 eV. Its total charge is -1. The total energy is -680.701400 Ha. As for the energy above the lowest of the compared OMol25 structures with the same formula, charge and spin: 540.4 kJ/mol. As for the HOMO energy (spin up / spin down): -0.124 / -0.124 hartree.

Bonds (Å) are listed after each position.
Geometry (Å):
1 C -0.0137 -0.0775 1.3187  C2 1.324, N3 1.413, H7 1.031
2 C 0.5425 0.4398 0.2347  C1 1.324, N3 1.562, S6 1.823
3 N 0.8509 -1.0160 0.7109  C1 1.413, C2 1.562, H8 1.061
4 O -1.5218 1.1304 -0.8226  S6 1.524
5 O 0.3536 0.8792 -2.4128  S6 1.442
6 S -0.3749 0.2648 -1.3307  C2 1.823, O4 1.524, O5 1.442
7 H -0.3114 0.1004 2.2893  C1 1.031
8 H 0.4749 -1.7211 0.0124  N3 1.061

[9]
C2H2NO2S | ωB97M-V/def2-TZVPD

For the LUMO energy, the calculation gives 3.798 eV. Its total charge is -1. The total energy is -680.709677 Ha. As for the energy above the lowest of the compared OMol25 structures with the same formula, charge and spin: 518.7 kJ/mol. As for the HOMO energy: -0.109 hartree.

Bonds (Å) are listed after each position.
Geometry (Å):
1 C -0.1333 0.2771 -0.0043  C2 1.210, H7 1.022
2 C -0.5933 -0.8396 0.0767  C1 1.210, H8 1.063
3 N 2.8927 2.1341 -1.5264  O4 1.267, S6 1.608
4 O 2.1019 2.8734 -0.8683  N3 1.267
5 O 4.1629 0.2164 -2.2448  S6 1.491
6 S 3.3332 0.6521 -1.0854  N3 1.608, O5 1.491
7 H 0.2061 1.2195 0.1997  C1 1.022
8 H -0.9032 -1.8117 -0.2211  C2 1.063

[10]
C2H2NO2S | ωB97M-V/def2-TZVPD

For the LUMO energy, the calculation gives 3.868 eV. Its total charge is -1. The total energy is -680.797276 Ha. As for the energy above the lowest of the compared OMol25 structures with the same formula, charge and spin: 288.7 kJ/mol. As for the HOMO energy: -0.139 hartree.

Bonds (Å) are listed after each position.
Geometry (Å):
1 C 1.1968 0.0951 0.6260  C2 1.325, O5 1.163
2 C 0.7934 1.3302 0.3668  C1 1.325, H7 1.019, H8 1.022
3 N -0.6031 -1.6448 -0.1991  S6 1.478
4 O -2.8249 -1.4614 -1.4116  S6 1.553
5 O 1.7045 -0.8562 1.0606  C1 1.163
6 S -1.3747 -0.9340 -1.2399  N3 1.478, O4 1.553
7 H -0.0417 1.4280 -0.2091  C2 1.019
8 H 1.1497 2.0431 1.0064  C2 1.022

[11]
C2H2NO2S | ωB97M-V/def2-TZVPD

For the LUMO energy (spin up / spin down), the calculation gives 3.905 / 3.400 eV. Its total charge is -1. The multiplicity is 3. The total energy is -680.709640 Ha. As for the energy above the lowest of the compared OMol25 structures with the same formula, charge and spin: 19.7 kJ/mol. As for the HOMO energy (spin up / spin down): -0.109 / -0.112 hartree. As for the expectation value of S²: 2.019.

Bonds (Å) are listed after each position.
Geometry (Å):
1 C -0.7536 0.7384 0.1858  C2 1.452, N3 1.500, O4 1.328, H7 1.104
2 C -0.5742 -0.5761 -0.4053  C1 1.452, N3 1.289, H8 1.069
3 N -1.0051 0.3155 -1.2310  C1 1.500, C2 1.289
4 O 0.2963 1.4463 0.5862  C1 1.328
5 O 2.3909 -1.0181 0.7732  S6 1.498
6 S 1.8567 -0.2203 -0.3771  O5 1.498
7 H -1.6828 0.9501 0.7427  C1 1.104
8 H -0.5282 -1.6359 -0.2745  C2 1.069

[12]
C2H2NO2S | ωB97M-V/def2-TZVPD

For the LUMO energy (spin up / spin down), the calculation gives 4.047 / 3.305 eV. Its total charge is -1. The multiplicity is 3. The total energy is -680.632086 Ha. As for the energy above the lowest of the compared OMol25 structures with the same formula, charge and spin: 223.3 kJ/mol. As for the HOMO energy (spin up / spin down): -0.061 / -0.128 hartree. As for the expectation value of S²: 2.011.

Bonds (Å) are listed after each position.
Geometry (Å):
1 C 0.2403 -0.0937 -0.4713  C2 1.463, N3 1.463, O5 1.459, S6 2.178, H7 1.103
2 C -0.6208 0.5972 0.4894  C1 1.463, H8 1.114
3 N 1.1357 1.0621 -0.4351  C1 1.463, S6 1.676
4 O 3.4770 0.0156 -0.3207  S6 1.466
5 O 1.1445 -1.1382 -0.0012  C1 1.459, S6 1.699
6 S 2.2166 0.1101 0.4212  C1 2.178, N3 1.676, O4 1.466, O5 1.699
7 H -0.1574 -0.3621 -1.4639  C1 1.103
8 H -0.2533 0.3107 1.5007  C2 1.114